Below is C21H21F4N4O3PdS as an isolated structure at a distorted geometry, with properties calculated with ωB97M-V with the def2-TZVPD basis set.

Computed properties:
E_LUMO   2.84 eV
Highest occupied orbital energy   -5.03 eV
Max |F|   2.85 eV Å⁻¹
Charge   -1
HOMO-LUMO gap   7.872 eV

The geometry in XYZ format:
```
55
C21H21F4N4O3PdS ωB97M-V with the def2-TZVPD basis set
Pd -0.1713 1.5497 0.0333
N -2.1585 -4.8588 3.4760
C -2.3036 -3.9207 2.4450
C -1.2562 -3.6872 1.5534
C -1.4127 -2.7951 0.5085
C -2.6178 -2.1241 0.3477
C -3.6692 -2.3543 1.2202
C -3.5132 -3.2514 2.2638
S -2.7815 -0.9644 -0.9762
O -4.1846 -0.8106 -1.2582
O -1.9157 -1.4233 -2.0271
N -2.1392 0.4013 -0.4175
C -2.7859 1.2549 0.3936
N -2.1323 2.4461 0.4447
C -2.6422 3.4288 1.1646
C -3.8280 3.2638 1.8610
C -4.3866 1.9913 1.8120
N -3.8905 0.9851 1.1094
H -1.2075 -4.9955 3.7794
H -2.7821 -4.7172 4.2545
H -0.3154 -4.2116 1.6800
H -0.6055 -2.6142 -0.1899
H -4.5971 -1.8184 1.0749
H -4.3338 -3.4355 2.9488
H -2.0831 4.3567 1.1761
H -4.2667 4.0613 2.4413
H -5.2792 1.7658 2.3895
C 3.3636 2.1874 -2.9763
C 4.4413 1.1622 -2.5984
C 4.2001 0.9398 -1.0885
O 3.1288 1.7918 -0.7070
C 3.0973 2.8555 -1.6352
H 2.4557 1.6804 -3.3038
H 3.6811 2.8828 -3.7545
H 5.4395 1.5691 -2.7728
H 4.3491 0.2365 -3.1658
H 5.0973 1.1924 -0.5074
H 3.9086 -0.0795 -0.8554
H 3.8829 3.5935 -1.4052
H 2.1255 3.3405 -1.5537
F 0.2778 3.0848 2.2882
C 0.7947 3.0258 1.0112
F 2.1218 3.1630 1.1976
F 0.4109 4.2260 0.4391
F 3.2721 -3.1751 -1.9183
C 2.4974 -2.1457 -1.4665
C 2.4260 -1.9087 -0.1105
C 1.6457 -0.8406 0.3296
C 0.9319 -0.0326 -0.5579
C 1.0250 -0.3256 -1.9165
C 1.8117 -1.3759 -2.3814
H 2.9786 -2.5382 0.5764
H 1.5818 -0.6533 1.3947
H 0.4365 0.2336 -2.6342
H 1.8767 -1.6122 -3.4364
```

Mulliken population analysis, charges in e, atoms 1 to 4:
1 Pd -0.875
2 N -0.614
3 C 1.135
4 C -0.843

---

Below is a 7-piece molecular cluster, C21H21F7O21 overall at a distorted geometry, with properties calculated with ωB97M-V with the def2-TZVPD basis set.

Computed properties:
E_LUMO   0.27 eV
Highest occupied orbital energy   -10.88 eV
Structure (SMILES)   O=C1OC[C@@H](F)O1.O=C1OC[C@@H](F)O1.O=C1OC[C@@H](F)O1.O=C1OC[C@@H](F)O1.O=C1OC[C@@H](F)O1.O=C1OC[C@@H](F)O1.O=C1OC[C@@H](F)O1
Max |F|   5.61 eV Å⁻¹
HOMO-LUMO gap   11.154 eV

The geometry in XYZ format:
```
70
C21H21F7O21 ωB97M-V with the def2-TZVPD basis set
O 14.8634 -18.9092 -2.3596
C 14.1941 -19.7630 -1.8100
O 14.2192 -20.9938 -2.2210
C 13.7643 -21.7893 -1.0878
C 12.6575 -20.8718 -0.6132
F 12.4807 -21.1070 0.7260
O 13.2926 -19.6604 -0.8679
H 13.4584 -22.8008 -1.3551
H 14.6121 -21.8921 -0.4104
H 11.7157 -20.9377 -1.1579
O 20.1209 -14.0630 -3.0589
C 20.0718 -13.5557 -1.9561
O 20.5699 -14.0774 -0.7545
C 20.0764 -13.3441 0.2730
C 19.6707 -12.0456 -0.3592
F 20.7241 -11.2431 -0.2387
O 19.5229 -12.3961 -1.7136
H 19.2317 -13.9135 0.6608
H 20.7972 -13.1742 1.0728
H 18.7625 -11.5524 -0.0127
O 15.8778 -11.5390 -12.5278
C 16.6690 -10.6257 -12.3532
O 16.9210 -9.7208 -13.1788
C 17.9832 -8.9135 -12.8475
C 18.2995 -9.4045 -11.4792
F 17.9734 -8.4443 -10.6150
O 17.4951 -10.4799 -11.2564
H 18.7996 -9.0809 -13.5500
H 17.6753 -7.8780 -12.9931
H 19.3703 -9.5961 -11.4094
O 16.9053 -16.7242 -11.3667
C 16.0754 -17.3434 -11.9836
O 16.1740 -17.5843 -13.3231
C 15.1763 -18.4783 -13.7159
C 14.4598 -18.8011 -12.4662
F 14.5114 -20.1036 -12.2285
O 15.0922 -18.0211 -11.4640
H 14.4911 -18.0102 -14.4226
H 15.7361 -19.3678 -14.0051
H 13.4260 -18.4870 -12.6101
O 10.5916 -6.6249 -8.9707
C 11.7224 -7.0462 -9.2063
O 12.1480 -8.3075 -8.8588
C 13.5075 -8.4530 -9.0750
C 13.9835 -7.0539 -9.5045
F 14.3714 -7.3323 -10.7446
O 12.8197 -6.3189 -9.5377
H 13.8190 -8.6212 -8.0441
H 13.7574 -9.3602 -9.6252
H 14.8353 -6.6731 -8.9411
O 10.6155 -23.5487 -7.7883
C 10.4437 -22.4109 -7.3622
O 11.3466 -21.4910 -6.8773
C 10.6251 -20.3603 -6.4643
C 9.1894 -20.7180 -6.4787
F 8.3961 -19.9204 -7.2415
O 9.2438 -21.9565 -7.1174
H 11.1374 -19.8840 -5.6283
H 10.8745 -19.7023 -7.2966
H 8.8133 -20.6997 -5.4558
O 14.0715 -16.4214 -6.1511
C 14.8348 -15.5694 -6.6121
O 14.6548 -14.9062 -7.8227
C 15.6563 -13.9122 -8.0126
C 16.6355 -14.2000 -6.8996
F 16.9982 -13.0502 -6.3025
O 15.8613 -15.0508 -5.9795
H 16.0124 -13.8331 -9.0397
H 15.2134 -12.9224 -7.9022
H 17.4739 -14.7487 -7.3286
```

Mulliken population analysis, charges in e, atoms 1 to 4:
1 O -0.569
2 C 0.739
3 O -0.318
4 C -0.438

---

Below is C21H21HgN6OP as an isolated structure at a distorted geometry, with properties calculated with ωB97M-V with the def2-TZVPD basis set.

Computed properties:
E_LUMO (alpha / beta)   -3.48 / -5.60 eV
Highest occupied orbital energy (alpha / beta)   -11.76 / -11.97 eV
Max |F|   1.59 eV Å⁻¹
Charge   +1
2S+1   2
<S²>   0.75
HOMO-LUMO gap (alpha / beta)   8.275 / 6.369 eV

The geometry in XYZ format:
```
51
C21H21HgN6OP ωB97M-V with the def2-TZVPD basis set
Hg 0.1386 -1.3113 -2.7859
C 4.8323 -0.8040 -1.5989
C 3.5999 -1.1134 -2.1662
N 2.5252 -1.2361 -1.4138
C 2.6093 -1.0657 -0.0983
C 3.8806 -0.8324 0.4566
N 4.9519 -0.6984 -0.2915
C 1.3618 -1.0835 0.6970
C 1.4021 -0.9023 2.0803
C 0.2214 -0.8981 2.8237
C -0.9635 -1.0064 2.0926
C -0.9282 -1.1490 0.7035
N 0.2175 -1.2280 0.0399
C -2.1846 -1.2152 -0.0745
C -3.4141 -0.7772 0.4466
N -4.5218 -0.8377 -0.2584
C -4.4687 -1.3034 -1.4922
C -3.2552 -1.7064 -2.0420
N -2.1465 -1.6642 -1.3270
C 0.2328 -0.8048 4.3007
C -0.9502 -0.7831 5.0451
C -0.8864 -0.7821 6.4289
N 0.2496 -0.7879 7.0933
C 1.3779 -0.7814 6.4159
C 1.4261 -0.7869 5.0309
H 5.7205 -0.6430 -2.1911
H 3.4799 -1.2490 -3.2305
H 4.0573 -0.7433 1.5175
H 2.3483 -0.7657 2.5721
H -1.9120 -0.9851 2.5972
H -3.5151 -0.3556 1.4380
H -5.3979 -1.3365 -2.0439
H -3.1722 -2.0652 -3.0595
H -1.9223 -0.7802 4.5835
H -1.7826 -0.7912 7.0319
H 2.2828 -0.7870 7.0071
H 2.3945 -0.7943 4.5600
C -2.2002 2.1441 -3.5885
P -0.4235 2.3026 -3.1866
C 0.4945 1.9033 -4.7124
C -0.0898 4.0722 -2.8965
O -0.0385 1.4472 -2.0387
H -2.5224 2.9273 -4.2672
H -2.7628 2.2017 -2.6579
H -2.3749 1.1696 -4.0438
H 0.1479 2.4902 -5.5552
H 0.3672 0.8408 -4.9196
H 1.5490 2.1005 -4.5333
H -0.4043 4.6728 -3.7438
H 0.9810 4.1864 -2.7427
H -0.6138 4.3964 -2.0015
```

Mulliken population analysis, charges in e, atoms 1 to 4:
1 Hg 0.798
2 C -0.420
3 C -0.184
4 N -0.251

---

Below is C21H22BCl5F6N6NaOP as an isolated structure at a distorted geometry, with properties calculated with ωB97M-V with the def2-TZVPD basis set.

Computed properties:
E_LUMO (alpha / beta)   1.90 / -0.65 eV
Highest occupied orbital energy (alpha / beta)   -5.76 / -5.76 eV
Max |F|   1.76 eV Å⁻¹
Charge   -1
2S+1   2
<S²>   0.80
HOMO-LUMO gap (alpha / beta)   7.659 / 5.110 eV

The geometry in XYZ format:
```
64
C21H22BCl5F6N6NaOP ωB97M-V with the def2-TZVPD basis set
Na -0.1862 0.3884 -0.8104
C -1.7276 3.6513 -0.4202
C -2.1468 2.7457 0.6933
C -3.1247 2.9836 1.6665
C -3.1250 1.8475 2.4524
C -3.9853 1.5294 3.6311
N -2.1958 1.0076 1.9585
N -1.5939 1.5514 0.8736
B -1.7575 -0.3781 2.5117
N -2.1070 -1.5133 1.5412
N -1.4872 -1.6808 0.3386
C -2.0081 -2.7723 -0.1927
C -1.5482 -3.2660 -1.5268
C -2.9672 -3.3417 0.6563
C -2.9981 -2.5059 1.7520
C -3.8415 -2.6208 2.9788
N -0.2777 -0.3960 2.9438
N 0.7601 -0.6070 2.0889
C 1.8462 -0.6775 2.8408
C 3.1914 -0.9541 2.2438
C 1.5345 -0.5007 4.1973
C 0.1674 -0.3131 4.2148
C -0.7012 -0.0552 5.4003
H -2.2126 4.6223 -0.3122
H -1.9879 3.2558 -1.4012
H -0.6501 3.8106 -0.4196
H -3.7476 3.8546 1.7786
H -4.6765 2.3541 3.8042
H -3.4044 1.3748 4.5397
H -4.5721 0.6244 3.4685
H -2.4100 -0.5580 3.5014
H -0.9003 -2.5346 -2.0059
H -2.3926 -3.4586 -2.1914
H -0.9877 -4.1993 -1.4353
H -3.5570 -4.2286 0.4996
H -4.4696 -3.5081 2.8937
H -4.4929 -1.7575 3.1133
H -3.2383 -2.7121 3.8817
H 3.0902 -1.5545 1.3411
H 3.8163 -1.5073 2.9474
H 3.7321 -0.0433 1.9803
H 2.2011 -0.5087 5.0425
H -0.0714 0.0227 6.2867
H -1.4296 -0.8501 5.5636
H -1.2543 0.8787 5.3006
Cl 6.1993 -1.1873 -4.2210
C 4.6360 -1.1323 -3.5440
C 4.4035 -0.3150 -2.4183
Cl 5.6828 0.6259 -1.7673
C 3.1533 -0.2595 -1.8636
Cl 2.7898 0.7340 -0.5418
C 2.0493 -1.0582 -2.4167
O 0.9290 -1.0312 -1.9254
C 2.3458 -1.8780 -3.5932
Cl 1.0520 -2.7580 -4.2431
C 3.6023 -1.9045 -4.1258
Cl 3.9452 -2.8686 -5.5060
F 0.1612 1.9494 -2.0622
P 0.3868 2.2086 -3.6984
F 1.0864 3.6082 -3.3557
F 0.6186 2.4109 -5.2692
F -0.2950 0.7590 -3.9511
F 1.8417 1.4678 -3.5693
F -1.0502 2.9122 -3.7668
```

Mulliken population analysis, charges in e, atoms 1 to 4:
1 Na 1.186
2 C -1.197
3 C 0.604
4 C -1.381